[1]
This record from the Open Molecules 2025 dataset describes a molecular structure, C28H42BN6O2PSZr. The level of theory is ωB97M-V with the def2-TZVPD basis set.

Positions of all 82 atoms, in Å:
Zr: -0.2462 -0.1457 0.2777
C: 1.4502 -3.1536 2.2986
C: -0.0093 -3.0588 2.0059
C: -1.0439 -3.8490 2.4807
C: -2.2103 -3.3464 1.9216
C: -3.6184 -3.8088 2.0981
N: -1.8725 -2.3139 1.1320
N: -0.5073 -2.1256 1.1812
B: -2.7555 -1.3360 0.3207
N: -2.2304 -1.3196 -1.1430
N: -0.8684 -1.4229 -1.3806
C: -0.7127 -1.8127 -2.6540
C: 0.6131 -2.1652 -3.2367
C: -1.9623 -1.9214 -3.2504
C: -2.8954 -1.6090 -2.2777
C: -4.3837 -1.5849 -2.3731
N: -2.5656 0.1235 1.0159
N: -1.5530 0.3067 1.9599
C: -1.9612 1.2407 2.8224
C: -1.1500 1.6601 3.9963
C: -3.2375 1.6762 2.4501
C: -3.5848 0.9747 1.3192
C: -4.8145 1.0296 0.4858
H: 1.6847 -4.1054 2.7690
H: 1.7629 -2.3669 2.9879
H: 2.0455 -3.0809 1.3871
H: -0.9629 -4.6961 3.1414
H: -3.6369 -4.6684 2.7633
H: -4.0642 -4.1040 1.1482
H: -4.2404 -3.0268 2.5339
H: -3.9040 -1.6400 0.3465
H: 1.4218 -2.0647 -2.5158
H: 0.8425 -1.5517 -4.1071
H: 0.5870 -3.2058 -3.5615
H: -2.1698 -2.2279 -4.2624
H: -4.6952 -1.9189 -3.3596
H: -4.7634 -0.5743 -2.2223
H: -4.8482 -2.2350 -1.6329
H: -0.3380 0.9625 4.1819
H: -1.7865 1.6759 4.8807
H: -0.7492 2.6655 3.8669
H: -3.8386 2.4164 2.9538
H: -5.4723 1.8208 0.8363
H: -5.3587 0.0848 0.5287
H: -4.5572 1.2250 -0.5562
O: 3.3217 1.8054 -6.4072
C: 3.2691 1.0531 -5.2967
O: 4.1053 0.2243 -5.0846
C: 2.1543 1.2998 -4.3094
C: 2.2641 0.6221 -3.0999
C: 1.2772 0.7962 -2.1596
C: 0.1667 1.6067 -2.3539
S: -1.0539 1.7974 -1.0698
C: 0.0533 2.2635 -3.5695
C: 1.0459 2.1068 -4.5347
H: 2.6340 2.4831 -6.4172
H: 3.1241 -0.0167 -2.9409
H: 1.4022 0.2504 -1.2166
H: -0.8026 2.8967 -3.7629
H: 0.9131 2.6312 -5.4740
C: 1.0743 3.4780 1.6978
C: 2.0652 2.6825 0.8557
P: 2.1120 0.9042 1.2523
C: 2.4848 0.8058 3.0292
C: 3.7872 1.5096 3.4176
C: 3.5462 0.1581 0.3843
C: 4.5697 1.1402 -0.1870
H: 1.0144 4.5001 1.3269
H: 1.4014 3.5247 2.7377
H: 0.0607 3.0702 1.6637
H: 3.0762 3.0580 1.0201
H: 1.8655 2.7759 -0.2129
H: 2.5293 -0.2537 3.2913
H: 1.6365 1.2200 3.5706
H: 4.6577 1.0451 2.9545
H: 3.9186 1.4428 4.4970
H: 3.7836 2.5672 3.1572
H: 3.1748 -0.4908 -0.4115
H: 4.0091 -0.5139 1.1126
H: 4.1375 1.7691 -0.9650
H: 5.3892 0.5776 -0.6337
H: 4.9923 1.7872 0.5802

Forces on the atoms, in the same order (eV/Å):
Zr -0.060 0.741 -0.171
C 0.028 0.026 -0.017
C 0.098 0.062 -0.059
C -0.080 -0.122 0.096
C -0.171 -0.039 -0.007
C 0.084 -0.010 0.010
N 0.027 0.066 -0.089
N -0.350 -0.393 0.343
B 0.023 -0.218 0.068
N 0.008 -0.232 0.137
N -0.303 0.017 -0.175
C 0.146 0.037 0.109
C -0.033 0.004 -0.015
C -0.107 -0.036 -0.127
C -0.151 -0.006 0.016
C 0.065 -0.031 -0.060
N 0.058 -0.373 0.246
N 0.105 0.109 -0.133
C -0.136 0.023 -0.111
C -0.037 0.040 0.014
C -0.039 0.129 0.127
C -0.002 -0.087 -0.367
C -0.023 0.027 0.096
H -0.030 -0.007 -0.003
H -0.013 -0.001 0.002
H -0.006 0.024 -0.016
H 0.000 0.024 -0.017
H -0.003 0.005 0.000
H 0.035 0.011 -0.014
H 0.017 0.015 0.001
H 0.090 0.075 0.025
H -0.022 0.010 0.034
H -0.008 -0.003 -0.001
H 0.001 0.006 -0.020
H 0.004 0.008 0.023
H 0.026 0.008 -0.007
H -0.002 0.001 0.006
H 0.025 -0.013 0.012
H 0.009 -0.034 -0.018
H 0.004 0.015 -0.002
H -0.002 -0.007 -0.004
H 0.023 -0.028 -0.013
H 0.009 -0.001 0.005
H 0.003 0.008 0.011
H 0.022 0.013 0.006
O -0.206 -0.047 0.213
C 0.179 0.258 -0.132
O -0.037 -0.134 0.042
C 0.030 -0.032 -0.143
C -0.006 0.129 -0.075
C -0.012 -0.116 0.219
C -0.129 0.120 0.159
S 0.353 -0.085 0.076
C 0.053 0.065 -0.163
C -0.140 0.059 0.062
H 0.085 -0.029 -0.069
H -0.033 -0.006 0.000
H 0.309 0.019 0.008
H 0.020 -0.007 -0.014
H -0.003 -0.015 0.009
C -0.061 0.019 0.056
C 0.203 0.037 -0.054
P -0.259 0.030 -0.155
C 0.127 -0.091 0.048
C -0.003 -0.036 0.115
C 0.128 -0.080 0.046
C 0.067 -0.059 -0.018
H 0.033 0.003 0.006
H -0.053 0.005 0.000
H 0.064 -0.048 -0.063
H 0.020 0.069 -0.062
H -0.069 0.017 -0.010
H 0.008 -0.001 0.003
H -0.013 0.080 0.005
H -0.026 -0.010 -0.023
H 0.032 0.000 -0.010
H -0.041 0.009 -0.015
H 0.028 -0.022 -0.026
H 0.043 0.025 -0.003
H -0.022 -0.002 0.013
H 0.002 0.031 -0.005
H 0.001 -0.019 0.019

Summary:
- charge = +2
- HOMO level (eV) = -13.9
- Kohn-Sham gap (eV) = 6.98
- ΔE to the lowest compared entry with this formula, charge and spin (kJ/mol) = 86.6


[2]
This record from the Open Molecules 2025 dataset describes a molecular structure, C28H42BrN3NiO2S2Si at a distorted geometry. The level of theory is ωB97M-V with the def2-TZVPD basis set.

Positions of all 80 atoms, in Å:
Ni: 0.7202 -3.6667 -2.5288
C: -3.3358 -0.3184 -3.3779
S: -2.1708 -0.7187 -4.6934
C: -1.1561 -1.8700 -4.0455
S: -1.1679 -2.3213 -2.3606
N: -0.3350 -2.3214 -4.9673
N: 0.6350 -3.1349 -4.4270
C: 1.7048 -3.4234 -5.0632
C: 2.5993 -4.4348 -4.4869
C: 3.6816 -4.9272 -5.1179
C: 4.4802 -5.8310 -4.4159
C: 4.1887 -6.1459 -3.0819
C: 3.0304 -5.6200 -2.5612
N: 2.2976 -4.7940 -3.2382
H: -3.8390 0.4193 -4.0351
H: -2.9350 0.1828 -2.4601
H: -4.0213 -1.0737 -3.0811
H: 1.8597 -2.9794 -6.0527
H: 3.7379 -4.6382 -6.1712
H: 5.4130 -6.2343 -4.8278
H: 4.9244 -6.7515 -2.5708
H: 2.6857 -5.9358 -1.5633
C: 3.1364 -0.3295 -1.2415
C: 2.3435 -1.6036 -1.1288
O: 1.9893 -2.0803 -2.2784
C: 2.0310 -2.1573 0.1513
C: 2.3635 -1.4064 1.3097
C: 2.1990 -1.8728 2.6142
C: 1.6242 -3.2301 2.7358
C: 1.2360 -3.9365 1.6850
C: 1.3771 -3.5027 0.3112
O: 1.0590 -4.2646 -0.6385
H: 3.0770 0.0742 -2.2916
H: 4.1923 -0.6119 -1.0678
H: 2.7705 0.4952 -0.5920
H: 2.7874 -0.4223 1.2265
H: 2.2877 -1.2208 3.4574
H: 1.6297 -3.5590 3.7333
H: 0.7405 -4.8582 1.8075
C: -2.6412 0.5522 0.0676
C: -2.0572 0.9427 1.4478
C: -3.1127 0.8544 2.5231
C: -0.9373 -0.0708 1.6907
Si: -1.1743 2.6666 1.3821
Br: 0.1925 2.5350 -0.4539
C: -2.4750 4.0864 1.1335
C: -3.6381 3.6621 0.1144
C: -1.6924 5.2905 0.6151
C: -3.2113 4.4898 2.3860
C: 0.1511 3.0960 2.8118
C: 1.5487 2.5008 2.4658
C: 0.3406 4.6309 2.9608
C: -0.2864 2.5370 4.1610
H: -2.9302 -0.5198 0.1448
H: -1.8320 0.5746 -0.6412
H: -3.5358 1.0495 -0.3138
H: -3.5024 -0.1404 2.6800
H: -3.8399 1.5853 2.2116
H: -2.7504 1.1817 3.4888
H: -1.4106 -1.0689 1.7482
H: -0.3300 0.0403 2.5737
H: -0.2921 -0.1539 0.8414
H: -3.1252 3.3043 -0.7958
H: -4.2802 4.5347 -0.0305
H: -4.1099 2.7624 0.4879
H: -1.5405 5.1987 -0.4925
H: -0.7194 5.3952 0.9895
H: -2.2436 6.2163 0.8441
H: -3.9644 3.7213 2.6332
H: -3.7181 5.4148 2.3272
H: -2.5950 4.5565 3.3350
H: 2.0006 3.1378 1.7138
H: 1.5020 1.4473 2.2031
H: 2.2348 2.6050 3.2997
H: 0.9158 5.1357 2.1541
H: 0.9199 4.8181 3.8524
H: -0.5729 5.1285 3.1837
H: -0.5776 1.5191 4.2172
H: -1.0944 3.1320 4.5418
H: 0.5435 2.6753 4.8315

Forces on the atoms, in the same order (eV/Å):
Ni 0.251 0.717 1.051
C 0.476 1.931 -0.530
S -1.233 0.901 0.017
C 1.470 -1.600 1.152
S -0.444 0.124 -0.320
N 1.377 -0.399 0.193
N -0.386 -0.092 -0.498
C -0.954 0.235 -1.070
C -0.978 1.149 0.995
C 0.661 -0.837 -1.248
C 0.818 0.145 0.333
C 1.003 0.111 -1.822
C 0.391 -1.330 1.653
N -1.415 0.551 0.085
H -0.505 0.004 1.038
H -0.001 -0.457 -1.138
H -0.384 -0.894 -0.051
H 0.204 -0.257 0.208
H 0.785 -0.304 0.337
H -0.541 0.167 -0.120
H -0.474 -0.130 0.383
H 0.075 0.565 -0.455
C 0.235 0.800 -0.920
C -1.100 -0.294 -2.451
O 0.656 0.232 2.404
C -0.766 -1.525 0.062
C -0.028 -0.588 1.810
C -1.256 -1.745 -2.462
C 1.885 3.912 0.582
C -0.403 -0.289 -1.934
C 1.475 2.346 0.832
O -0.545 -0.370 -0.546
H -0.048 -0.695 0.996
H -0.377 0.536 0.258
H 0.500 -0.719 -0.157
H 0.011 0.245 -0.314
H 0.420 0.047 0.381
H -0.606 -0.923 1.080
H -0.313 -1.172 0.151
C -0.201 -1.149 0.678
C 1.162 0.160 -0.414
C 0.392 1.000 0.083
C -0.858 -1.177 -0.067
Si -0.175 0.200 0.442
Br -0.473 0.183 -0.009
C -0.230 -0.428 -0.786
C 2.593 -0.033 0.326
C -1.290 0.221 -2.107
C 0.630 -1.931 2.595
C 0.148 -0.292 -1.058
C -0.546 0.643 0.150
C 0.873 -0.543 0.003
C 0.125 1.129 -0.116
H 0.141 0.403 -0.046
H 0.114 0.133 -0.596
H 0.325 0.293 0.264
H -0.341 -0.354 -0.369
H -1.017 -0.152 0.299
H 0.219 0.133 0.343
H 0.154 0.166 0.171
H 0.085 0.311 0.418
H 0.622 0.139 -0.558
H -0.491 0.617 -0.112
H -0.145 -0.378 -0.197
H -0.677 0.354 0.262
H -0.310 0.232 0.791
H 1.157 0.101 0.713
H 0.137 -0.136 -0.288
H 0.127 0.323 -0.028
H -0.577 1.167 -0.489
H -0.360 -0.010 -1.065
H 0.053 -0.454 -0.595
H 0.124 0.004 -0.313
H -0.089 -0.050 0.619
H -0.646 -0.512 0.252
H 0.563 -0.169 0.512
H -0.835 0.531 -0.284
H -0.198 -1.052 -0.318
H -0.634 0.253 0.369
H 0.414 0.027 0.559

Summary:
- ⟨S²⟩ = 2.01
- 2S+1 = 3
- charge = 0
- HOMO level (alpha / beta) (eV) = -7.6 / -7.6
- Kohn-Sham gap (alpha / beta) (eV) = 6.97 / 6.94
- ΔE to the lowest compared entry with this formula, charge and spin (kJ/mol) = 84.6


Q: Among the records above, which one has the highest charge?
A: C28H42BN6O2PSZr


Q: What is the charge in the first record?
A: +2